1.
{"formula": "C3H2NS3", "method": "wB97M-V/def2-TZVPD", "elements": ["S", "S", "S", "N", "C", "C", "C", "H", "H"], "coordinates": [[2.7134, -1.0605, -0.0557], [-2.8008, -0.4694, -0.1409], [1.1214, 1.5030, -0.0137], [-0.4530, 1.9862, -0.2272], [-1.2070, -0.5943, -0.0925], [-0.0238, -1.0753, -0.0115], [1.1880, -0.2656, 0.0699], [-0.7185, 2.1823, 0.6667], [0.1803, -2.2064, -0.1951]], "atomic_forces_ev_per_a": [[-1.2, 0.7, 0.4], [1.1, -0.2, 0.0], [-0.4, -1.3, -0.1], [1.8, -1.7, -2.7], [-4.0, 1.0, -0.1], [3.1, -1.8, -0.3], [1.7, 0.3, -0.8], [-1.5, 0.8, 3.2], [-0.6, 2.2, 0.5]], "total_charge": -1, "smiles": "[NH-]SC(=S)C=C=S", "e_homo_ev": -3.84, "mol_weight_g_mol": 148.3, "gap_ev": 6.9, "spin_multiplicity": 1}


2.
{"formula": "C4H5BrF4", "method": "wB97M-V/def2-TZVPD", "elements": ["Br", "F", "F", "F", "F", "C", "C", "C", "C", "H", "H", "H", "H", "H"], "coordinates": [[0.4528, -2.5045, -1.3683], [-1.4598, 1.5187, -0.2209], [-1.3814, -1.4992, 0.6943], [0.4488, -0.8554, 1.5461], [-2.3042, 0.6214, 1.5604], [-1.1781, 0.7734, 0.9236], [0.1808, -0.5514, -0.8199], [-0.4543, -0.5740, 0.5466], [1.4446, 0.2792, -0.7299], [1.7892, 0.5687, 0.3459], [1.2027, 1.2887, -1.2786], [-0.5031, 1.4645, 1.4229], [2.3911, -0.2611, -1.1186], [-0.6291, -0.2690, -1.5037]], "atomic_forces_ev_per_a": [[0.2, 1.3, 0.3], [-0.2, -0.7, -0.2], [-1.2, -1.3, -0.4], [0.1, 0.4, -0.3], [-0.9, -0.6, 0.8], [2.0, 1.8, -1.5], [-0.2, -1.6, 0.5], [-0.5, 0.5, 1.3], [1.8, 1.9, -0.4], [-1.1, -0.7, -1.8], [1.0, -1.9, 0.8], [0.1, -0.4, 0.8], [-1.8, 1.0, 0.1], [0.8, 0.3, 0.0]], "smiles": "C[C@@H](Br)C(F)(F)C(F)F", "e_homo_ev": -10.59, "mol_weight_g_mol": 209.0, "gap_ev": 11.1, "spin_multiplicity": 1}


3.
{"formula": "C4H12N2O", "method": "wB97M-V/def2-TZVPD", "elements": ["O", "N", "N", "C", "C", "C", "C", "H", "H", "H", "H", "H", "H", "H", "H", "H", "H", "H", "H"], "coordinates": [[-3.2874, 1.1544, 0.1974], [2.0043, -1.2325, -1.5451], [0.3512, 0.6789, 0.2463], [-1.9464, 1.5600, 0.2145], [1.5754, -1.4676, -0.1457], [-1.0168, 0.3237, 0.3263], [1.4333, -0.1911, 0.6648], [-1.3369, -0.1120, 1.2859], [0.6083, 1.4054, -0.4050], [1.4312, -1.7715, -2.1540], [-3.4149, 0.3326, 0.6880], [1.9526, -0.2605, -1.8229], [0.6510, -2.0494, -0.2498], [-1.7378, 2.2297, 1.0459], [2.2362, -2.1439, 0.3930], [-1.7122, 2.0318, -0.7388], [1.2191, -0.4787, 1.7013], [2.3500, 0.3952, 0.7131], [-1.3602, -0.4045, -0.4153]], "atomic_forces_ev_per_a": [[-0.7, 0.0, -0.2], [0.7, 0.1, 0.9], [1.0, 0.7, 0.3], [1.1, -1.1, -0.2], [-0.1, -0.2, -1.0], [-1.3, 0.3, 0.1], [-1.3, -0.2, 0.4], [0.8, -0.1, 0.2], [-0.3, -0.2, 0.0], [-0.3, -0.2, -0.6], [0.2, 0.2, 0.0], [-0.1, -0.1, 0.1], [-0.3, 0.4, 0.7], [0.0, 0.2, 0.0], [0.5, 0.0, -0.1], [-0.2, 0.4, 0.0], [0.1, -0.1, 0.0], [0.1, -0.1, -0.3], [0.0, -0.1, -0.3]], "smiles": "NCCNCCO", "e_homo_ev": -8.62, "mol_weight_g_mol": 104.2, "gap_ev": 9.5, "spin_multiplicity": 1}


4.
{"formula": "C3H3N4O2", "method": "wB97M-V/def2-TZVPD", "elements": ["O", "O", "N", "N", "N", "N", "C", "C", "C", "H", "H", "H"], "coordinates": [[4.7295, 0.4187, -0.1688], [3.3647, -1.2733, -0.0685], [-0.5860, -1.2716, 0.1161], [2.6166, 0.8191, 0.2774], [0.7643, -1.4935, 0.1372], [3.5931, -0.0436, 0.0317], [0.1732, 0.9582, 0.1567], [-0.9164, -0.0218, 0.0489], [1.3855, 0.4232, 0.2515], [1.1791, -1.7276, -0.7466], [-0.2844, 2.0040, 0.3039], [-1.9809, 0.4089, 0.0509]], "atomic_forces_ev_per_a": [[-0.5, 0.0, 0.5], [0.3, 0.9, 0.1], [-0.6, 0.0, -1.7], [1.2, 1.0, 0.2], [0.3, 4.1, 2.1], [0.3, -1.2, -0.7], [-2.8, 1.5, 0.4], [0.1, 0.6, 1.0], [-1.5, -3.8, -0.8], [0.0, -0.3, -0.7], [1.7, -1.4, -0.3], [1.5, -1.3, 0.0]], "total_charge": -1, "e_homo_ev": -3.94, "mol_weight_g_mol": 127.1, "gap_ev": 8.0, "spin_multiplicity": 1}